(1)
The following is a quantum chemistry calculation of a 2-piece molecular cluster, C3H12NOS overall, from the OMol25 dataset.

XYZ file:
```
18
Properties=species:S:1:pos:R:3:forces:R:3
C -0.617131 0.717814 -0.806020 -1.8 0.1 0.9
C 0.682472 0.074829 -0.258616 -0.7 0.8 -3.0
C 1.802599 1.094363 -0.563599 0.6 -0.2 1.7
S 3.437008 0.560523 0.171572 -0.1 -0.3 -0.8
N -1.854887 -0.172920 -0.372371 1.5 1.4 -0.1
H -0.826984 1.698064 -0.392054 0.2 0.2 0.3
H -0.831549 0.815971 -1.867857 1.1 -0.1 -0.2
H 0.747395 -0.805525 -0.939851 0.6 -0.1 1.4
H 0.611115 -0.071760 0.823221 0.0 -0.4 -0.3
H 1.447650 2.030417 -0.131223 0.5 0.2 0.0
H 2.073951 1.277360 -1.601459 -0.4 -0.3 -0.1
H 3.568811 1.101686 1.388315 -0.7 0.3 0.0
H -1.428595 -0.737553 0.380613 -1.2 -0.8 -0.3
H -2.661982 0.374072 -0.052000 0.4 -0.2 0.1
H -2.131310 -0.682053 -1.206078 -0.1 -0.7 0.4
H -0.984465 -1.925731 2.269754 0.1 0.2 -0.2
H -1.681656 -3.105002 1.726095 -0.2 -0.1 -0.5
O -1.352442 -2.244554 1.431561 0.2 0.0 0.9
```
Forces are in eV/Å.

Max |F|: 3.166 eV/A
Net charge: +1
Gap between HOMO and LUMO: 8.800 eV
Calculated total energy: -17671.43262 eV
E_HOMO: -12.23 eV

Here is what natural (NBO) gives for the atomic charges, in e:
1. C -0.198
2. C -0.443
3. C -0.506
4. S -0.042
5. N -0.708
6. H 0.215
7. H 0.225
8. H 0.236
9. H 0.231
10. H 0.221
11. H 0.248
12. H 0.145
13. H 0.475
14. H 0.440
15. H 0.437
16. H 0.488
17. H 0.509
18. O -0.971


(2)
The following is a quantum chemistry calculation of a single C3H8N2O2 molecule, from the OMol25 dataset.

XYZ file:
```
15
Properties=species:S:1:pos:R:3:forces:R:3
N 0.340394 2.695839 -0.644217 0.3 0.5 1.6
C 0.242788 1.417545 -0.971424 -1.9 -1.9 -1.3
O 0.234661 0.984079 -2.109389 0.2 0.4 0.1
C 0.003527 0.483930 0.171884 -1.2 -2.6 0.7
N -0.580150 -0.821599 -0.327504 0.2 0.4 1.1
C -0.764615 -1.984291 0.554182 1.2 0.6 -0.2
O 0.498703 -2.714437 0.921215 0.0 3.6 1.8
H 0.466541 3.322045 -1.379849 0.6 1.2 -1.2
H 0.854808 2.831120 0.204971 -0.1 0.7 0.3
H 0.968603 0.409084 0.584775 2.0 -0.8 0.6
H -0.533401 0.751195 1.082563 -0.7 0.9 -0.6
H -0.042968 -1.011551 -1.134877 0.3 -0.7 -1.1
H -1.314430 -1.563000 1.406282 0.4 -0.5 0.3
H -1.396440 -2.790062 0.134417 0.5 0.7 -0.3
H 1.021980 -2.009898 1.506971 -1.5 -2.5 -1.9
```
Forces are in eV/Å.

Max |F|: 4.015 eV/A
Gap between HOMO and LUMO: 9.782 eV
Calculated total energy: -10315.08909 eV
E_HOMO: -9.22 eV

Here is what natural (NBO) gives for the atomic charges, in e:
1. N -0.799
2. C 0.661
3. O -0.599
4. C -0.336
5. N -0.624
6. C 0.078
7. O -0.736
8. H 0.399
9. H 0.386
10. H 0.177
11. H 0.213
12. H 0.382
13. H 0.154
14. H 0.190
15. H 0.453


(3)
The following is a quantum chemistry calculation of a single C7H12 molecule, from the OMol25 dataset.

XYZ file:
```
19
Properties=species:S:1:pos:R:3:forces:R:3
C -2.577011 -0.074468 0.012006 0.0 0.1 0.1
C -1.088255 -0.409492 0.035278 0.0 0.1 0.1
C -0.188921 0.309616 -1.003759 0.0 0.0 -0.3
C 0.908854 0.263538 0.034680 0.1 0.0 -0.1
C 1.886102 -0.868752 -0.032561 0.0 -0.2 0.0
C 2.364109 0.563249 -0.077045 0.1 0.2 0.0
C -0.140956 0.279614 1.125387 -0.1 0.0 0.0
H -2.977343 -0.052518 -1.012079 0.2 -0.1 0.2
H -2.732159 0.923272 0.432900 -0.1 0.0 0.0
H -3.178297 -0.785491 0.590619 0.1 0.1 0.0
H -0.940811 -1.493765 -0.074022 0.1 0.3 0.3
H 0.019368 -0.161562 -1.967472 -0.2 -0.1 0.0
H -0.559686 1.330618 -1.160706 0.1 -0.1 0.0
H 1.892604 -1.469550 -0.939172 0.1 0.1 0.1
H 2.070186 -1.429082 0.881684 0.0 0.1 -0.1
H 2.712725 0.954023 -1.029899 0.0 -0.1 0.2
H 2.922627 0.917364 0.785701 -0.2 0.0 -0.1
H -0.592716 1.266139 1.285348 0.3 0.1 -0.1
H 0.199589 -0.062748 2.113109 -0.6 -0.6 -0.3
```
Forces are in eV/Å.

Max |F|: 0.874 eV/A
Gap between HOMO and LUMO: 10.872 eV
Calculated total energy: -7451.83392 eV
E_HOMO: -9.71 eV

Here is what natural (NBO) gives for the atomic charges, in e:
1. C -0.614
2. C -0.187
3. C -0.386
4. C -0.064
5. C -0.420
6. C -0.418
7. C -0.384
8. H 0.210
9. H 0.202
10. H 0.211
11. H 0.205
12. H 0.201
13. H 0.196
14. H 0.207
15. H 0.208
16. H 0.216
17. H 0.217
18. H 0.193
19. H 0.207


(4)
The following is a quantum chemistry calculation of a single C3H3FOS molecule, from the OMol25 dataset.

XYZ file:
```
9
Properties=species:S:1:pos:R:3:forces:R:3
O -0.272566 0.820877 -2.218686 -0.4 0.4 -1.1
C -0.308973 0.745618 -1.036163 0.7 0.4 2.1
S -0.281307 2.209555 0.036251 0.2 -0.9 0.9
C -0.210220 -0.572846 -0.381676 1.1 -0.4 1.1
C 0.357541 -1.022903 0.759137 -1.6 1.1 -1.4
F 0.643237 -0.296595 1.852040 0.2 -0.4 -0.5
H -0.023040 1.530054 1.254395 -0.5 0.9 -1.6
H -0.386254 -1.336207 -1.104874 -0.1 -0.6 -0.3
H 0.481581 -2.077552 0.839577 0.4 -0.5 0.7
```
Forces are in eV/Å.

Max |F|: 2.392 eV/A
Gap between HOMO and LUMO: 10.099 eV
Calculated total energy: -18758.54421 eV
E_HOMO: -10.02 eV

Here is what natural (NBO) gives for the atomic charges, in e:
1. O -0.516
2. C 0.416
3. S -0.054
4. C -0.406
5. C 0.298
6. F -0.317
7. H 0.160
8. H 0.238
9. H 0.181


(5)
The following is a quantum chemistry calculation of C37H56CrGe2N4O4P as an isolated structure, from the OMol25 dataset.

XYZ file:
```
105
Properties=species:S:1:pos:R:3:forces:R:3
Cr 0.077305 -0.585272 -0.648814 -1.2 0.2 0.1
C -4.175112 -4.147876 -0.253737 0.0 0.0 0.0
C -3.929707 -2.935478 0.380994 -0.1 0.0 0.0
C -2.676432 -2.360711 0.331395 0.3 0.1 -0.1
C -1.636976 -3.024060 -0.322503 -0.8 -0.5 0.0
C -1.880169 -4.253877 -0.940403 0.3 0.3 0.1
C -3.148748 -4.800912 -0.920890 0.0 0.0 0.0
N -0.339034 -2.457506 -0.361149 0.2 -1.7 0.1
N 0.594938 -3.321999 -0.431329 -1.0 -0.2 0.1
C 1.836426 -2.769423 -0.570573 0.8 0.7 -0.3
C 2.970244 -3.580456 -0.623331 -0.5 -0.1 0.1
C 4.202371 -2.989343 -0.778279 0.1 0.3 0.0
C 4.274176 -1.596381 -0.846634 0.1 -0.3 0.0
C 3.116086 -0.859508 -0.783500 -0.2 0.2 0.0
N 1.897296 -1.417547 -0.669672 0.7 -0.6 0.1
H -5.166239 -4.581073 -0.224045 0.0 0.0 0.0
H -4.722796 -2.444824 0.928937 0.0 0.0 0.0
H -2.490819 -1.424048 0.844101 0.0 0.1 0.0
H -1.060634 -4.751330 -1.437094 -0.1 -0.1 -0.1
H -3.334248 -5.736564 -1.430320 0.0 0.0 0.0
H 2.839228 -4.650781 -0.550149 0.0 0.0 0.0
H 5.101843 -3.586363 -0.836553 0.0 0.0 0.0
H 5.226662 -1.095560 -0.940078 0.0 0.0 0.0
H 3.157728 0.218470 -0.803088 -0.1 0.0 -0.1
C 2.159307 -0.461078 3.974885 0.1 0.0 -0.1
C 1.968766 -0.536539 2.459502 -0.5 -0.1 -0.1
Ge 0.076999 -0.964872 1.929114 0.4 0.0 0.8
C -0.445188 -2.758736 2.659693 0.2 0.3 -0.1
C -0.592531 -2.833891 4.182271 0.1 0.1 -0.1
C -1.068049 0.311815 2.892162 0.1 -0.2 -0.3
C -1.917065 1.316632 2.666617 0.0 0.2 -0.6
Ge -2.181954 2.191327 0.884138 0.3 -0.2 -0.2
C -0.608354 3.371982 0.573355 -0.6 -0.2 0.1
C -0.475847 4.565928 1.519122 0.0 -0.1 0.0
C -3.952505 2.781644 0.188567 0.6 -0.2 0.4
C -4.634340 3.902180 0.971736 0.0 0.0 0.0
C -2.555186 2.046397 3.790523 -0.1 0.1 0.2
C -2.869575 3.398389 3.656611 0.1 -0.3 -0.1
C -3.375192 4.133954 4.715205 0.0 0.1 0.0
C -3.585100 3.520969 5.939802 0.0 0.0 0.0
C -3.312204 2.166833 6.083220 0.0 0.0 0.0
C -2.809898 1.435272 5.021701 0.0 0.0 -0.1
H 3.202200 -0.240478 4.207093 0.0 0.0 0.1
H 1.915291 -1.407002 4.453451 0.0 0.0 0.0
H 1.543193 0.320912 4.419204 0.0 0.0 0.0
H 2.609033 -1.313505 2.035010 0.0 0.0 0.0
H 2.245957 0.413539 1.995741 0.0 0.0 -0.1
H 0.299154 -3.481467 2.316862 0.0 0.0 0.0
H -1.394122 -3.041947 2.210389 0.1 0.0 0.0
H 0.355836 -2.699996 4.697926 0.0 0.0 0.0
H -0.975496 -3.817888 4.453955 0.0 0.0 0.1
H -1.297422 -2.090075 4.555419 0.0 0.0 0.0
H -0.904126 0.067270 3.943979 -0.1 0.1 0.1
H -0.659913 3.697386 -0.469644 0.0 0.0 0.0
H 0.248803 2.708869 0.694385 0.0 0.0 0.0
H -1.314386 5.256557 1.424573 0.0 0.0 0.0
H 0.434364 5.124822 1.297649 0.0 0.0 0.0
H -0.417838 4.238709 2.557438 0.0 0.1 0.0
H -4.575328 1.892568 0.167436 0.0 0.0 -0.1
H -3.755300 3.082631 -0.842555 0.0 0.0 0.0
H -4.958828 3.555457 1.951393 0.0 0.1 0.0
H -5.517231 4.244294 0.431634 0.0 0.0 0.0
H -3.981423 4.764467 1.113853 -0.1 0.0 0.0
H -2.679684 3.891052 2.707722 -0.1 0.1 0.1
H -3.607529 5.182219 4.579123 0.0 0.0 0.0
H -3.957959 4.094256 6.777470 -0.1 0.0 0.0
H -3.501409 1.673602 7.027370 0.0 0.0 0.0
H -2.633457 0.374751 5.148164 0.0 0.0 0.0
C -1.526592 2.850721 -4.797117 -0.1 -0.1 0.1
C -1.414409 1.424763 -4.285739 0.0 0.1 -0.6
C -2.301930 0.489821 -5.100020 0.0 0.0 0.3
C 0.028379 0.932702 -4.396541 -0.2 0.0 0.4
O -1.885114 1.529800 -2.870500 -0.1 -0.3 0.3
P -2.246867 0.372807 -1.851872 -0.6 0.6 -0.2
O -1.563985 -0.908713 -2.195166 0.4 0.1 0.0
O -1.685411 0.782376 -0.433235 0.1 0.2 0.3
O -3.777968 0.364771 -1.573174 0.4 -0.1 -0.1
C -5.002239 0.219134 -2.389141 -0.6 -0.1 -0.3
C -5.255058 1.513538 -3.151037 0.2 0.0 0.2
C -6.124097 -0.009733 -1.384532 0.2 0.0 0.0
C -4.866970 -0.996254 -3.294127 0.2 0.0 0.0
H -1.213094 2.887530 -5.840096 0.0 0.0 0.0
H -0.894424 3.523260 -4.215526 0.0 0.0 0.0
H -2.555474 3.204320 -4.733779 0.0 0.0 0.0
H -1.904071 0.406514 -6.109608 0.0 0.1 0.0
H -3.321686 0.860001 -5.177054 0.0 0.0 0.0
H -2.297838 -0.504798 -4.656496 0.0 -0.1 -0.1
H 0.224052 0.686574 -5.438337 0.0 0.0 0.0
H 0.184707 0.033521 -3.805952 0.0 -0.1 0.0
H 0.745849 1.694908 -4.099139 0.0 0.1 0.0
H -5.561301 2.303608 -2.464604 0.0 0.0 0.0
H -6.053898 1.360745 -3.875496 0.0 0.0 0.0
H -4.362635 1.845696 -3.673810 0.0 0.0 -0.1
H -6.256738 0.856776 -0.739469 0.0 0.0 0.1
H -5.924568 -0.891324 -0.776260 0.0 0.0 0.0
H -7.055900 -0.165662 -1.926513 0.0 0.0 0.0
H -4.202016 -0.810131 -4.134385 -0.1 -0.1 0.1
H -5.841410 -1.269074 -3.696557 0.0 0.0 0.0
H -4.480911 -1.840245 -2.722069 0.0 -0.1 0.0
C 1.955813 3.312634 -2.003061 0.2 0.4 -0.1
C 1.351784 2.072287 -1.589339 -0.1 -0.1 0.1
N 0.881290 1.099528 -1.213501 0.7 1.2 -0.5
H 2.998834 3.153752 -2.278633 0.0 0.0 0.0
H 1.910512 4.022793 -1.175467 0.0 0.0 0.0
H 1.423530 3.731769 -2.856961 0.0 -0.1 0.0
```
Forces are in eV/Å.

Multiplicity: 4
Max |F|: 1.712 eV/A
Net charge: +2
Gap between HOMO and LUMO (spin up / spin down): 6.249 / 5.921 eV
Calculated total energy: -204160.94369 eV
E_HOMO (spin up / spin down): -13.01 / -12.90 eV
Expectation value of S²: 4.0418

These are the Mulliken partial charges, in e, on atoms 1 to 99:
1. Cr -0.688
2. C -0.780
3. C -1.225
4. C 0.494
5. C 0.149
6. C -0.527
7. C -0.775
8. N 1.262
9. N -1.052
10. C -0.284
11. C -0.715
12. C -0.531
13. C -0.777
14. C -0.484
15. N 0.697
16. H 0.447
17. H 0.572
18. H 0.479
19. H 0.543
20. H 0.452
21. H 0.580
22. H 0.467
23. H 0.484
24. H 0.437
25. C -1.296
26. C -0.559
27. Ge 2.136
28. C -0.509
29. C -1.342
30. C -1.528
31. C 1.014
32. Ge 1.284
33. C 0.059
34. C -1.498
35. C 0.242
36. C -1.488
37. C 0.075
38. C 0.299
39. C -1.420
40. C -0.530
41. C -0.877
42. C -0.458
43. H 0.431
44. H 0.248
45. H 0.267
46. H 0.269
47. H 0.297
48. H 0.418
49. H 0.376
50. H 0.269
51. H 0.434
52. H 0.287
53. H 0.451
54. H 0.405
55. H -0.009
56. H 0.325
57. H 0.425
58. H 0.313
59. H -0.235
60. H 0.347
61. H 0.391
62. H 0.449
63. H 0.295
64. H 0.337
65. H 0.437
66. H 0.423
67. H 0.438
68. H 0.551
69. C -1.687
70. C 1.690
71. C -1.580
72. C -1.460
73. O 0.179
74. P 1.024
75. O -1.128
76. O -0.716
77. O 0.465
78. C 1.376
79. C -1.187
80. C -1.700
81. C -1.316
82. H 0.416
83. H 0.267
84. H 0.370
85. H 0.674
86. H 0.308
87. H 0.285
88. H 0.570
89. H 0.152
90. H 0.219
91. H 0.344
92. H 0.420
93. H 0.007
94. H 0.390
95. H 0.292
96. H 0.486
97. H 0.183
98. H 0.606
99. H 0.080


(6)
The following is a quantum chemistry calculation of C3H5NO2 as an isolated structure, from the OMol25 dataset.

XYZ file:
```
11
Properties=species:S:1:pos:R:3:forces:R:3
N -0.709347 1.293322 -0.751974 -0.1 -0.1 -0.3
C 0.052903 0.225367 -0.224650 0.0 0.1 0.3
C 0.824604 0.180743 1.090704 0.2 0.3 0.1
O 0.457865 -1.256946 1.213090 -0.1 -0.1 0.0
C -0.231147 -1.120784 0.073340 0.0 -0.1 -0.1
O -0.607556 -2.018525 -0.759284 0.0 0.2 0.1
H -1.712157 1.152409 -0.681708 0.2 0.0 0.0
H -0.470206 1.540224 -1.705091 0.0 0.0 0.2
H 0.088591 -1.002328 -1.240440 0.0 -0.2 -0.2
H 1.914664 0.251133 1.072658 -0.2 0.0 0.0
H 0.391787 0.755385 1.913355 0.0 -0.1 -0.1
```
Forces are in eV/Å.

Max |F|: 0.347 eV/A
Gap between HOMO and LUMO: 9.199 eV
Calculated total energy: -8772.48841 eV
E_HOMO: -8.71 eV

Here is what natural (NBO) gives for the atomic charges, in e:
1. N -0.832
2. C -0.224
3. C -0.076
4. O -0.458
5. C 0.608
6. O -0.654
7. H 0.374
8. H 0.373
9. H 0.502
10. H 0.194
11. H 0.192